Entry from the OMol25 dataset: C24H36BrN3O3S3SiSr as an isolated structure (wB97M-V/def2-TZVPD).

Properties
M in g mol⁻¹: 706.38
Lowest unoccupied orbital energy in eV: -0.636
Orbital gap in hartree: 0.23636
HOMO level in eV: -7.068
Charge: 0
Electronic energy in eV: -147351.4433

Each line ends with the Löwdin charge.
Atoms and positions in Å:
H  -3.21231  7.08740  -2.78099  0.07
H  -3.54268  2.84894  0.65218  0.07
H  -4.13520  3.53785  -4.64569  0.06
Sr  -0.00580  0.79272  -0.04646  1.16
C  -3.40966  5.65807  0.34173  -0.08
H  -0.80039  -7.42827  0.41835  0.10
O  -0.06524  0.81696  4.18120  -0.36
H  -5.24376  3.51010  -0.45088  0.07
S  -1.55688  -2.67529  -0.43638  1.00
C  -2.13507  6.91735  -2.75618  -0.08
C  1.50230  0.75975  -4.10182  -0.06
H  -0.86973  5.22391  1.27044  0.10
C  1.59482  -5.17745  -0.39915  -0.02
Si  -2.64212  4.24359  -1.97270  0.55
O  -1.22786  0.33143  2.04710  -0.61
C  -0.57304  -4.14013  -0.33383  -0.45
H  -1.56790  5.91912  -5.23453  0.09
H  2.66328  -5.10024  -0.56053  0.12
S  1.41650  -0.62689  2.07113  0.13
H  -4.03192  2.05394  -3.69616  0.05
C  -2.58930  3.35274  0.78357  -0.09
H  -1.93660  4.22062  -4.92594  0.07
H  -3.34568  6.57581  -0.24568  0.07
H  -4.88366  5.71778  -3.50585  0.06
H  -4.43666  5.29756  0.29779  0.07
H  2.35340  -2.73766  -1.02917  0.14
C  1.01943  -6.38927  -0.03739  -0.08
C  -5.13315  2.98152  -1.39579  -0.10
H  -6.13797  2.72714  -1.74605  0.09
C  -2.39456  4.58769  -0.10721  -0.61
H  0.19326  5.60986  -2.10222  0.06
S  0.03762  0.72759  2.75604  -0.01
H  -0.29442  -0.34619  -3.61492  0.10
H  3.46278  1.63180  -4.30721  0.11
C  -5.24370  5.12904  -2.66234  -0.08
C  -1.14888  -5.36000  -0.02518  -0.09
C  2.84400  0.91081  -3.79158  -0.05
C  0.79983  -4.05333  -0.53558  -0.23
H  -4.60344  2.04532  -1.20964  0.08
C  0.61683  -1.88799  -1.58408  -0.46
H  4.43787  0.18486  -2.53558  0.12
H  -0.78848  6.08476  -0.26421  0.07
N  1.35327  -2.81513  -0.91490  0.13
C  -2.14919  5.24152  -4.60182  -0.10
H  0.12301  4.35683  -3.34331  0.04
O  0.43889  2.00406  2.06468  -0.61
H  -3.20167  5.45126  -4.78554  0.06
H  -1.67860  7.60676  -3.47336  0.09
C  -4.44126  3.82717  -2.47652  -0.63
H  -5.59392  2.81686  -3.97838  0.09
H  -5.23273  5.76323  -1.77512  0.07
H  1.04135  1.36049  -4.87507  0.11
H  -1.77145  7.19210  -1.76684  0.07
N  2.68415  -0.79744  -2.12988  0.12
C  -1.74976  5.47532  -3.13731  -0.63
H  -2.51354  3.65705  1.83015  0.11
Br  -1.51283  2.24771  -2.40490  0.51
C  1.38859  -0.92456  -2.42167  -0.26
H  -1.79693  2.62168  0.65107  0.00
H  1.64824  -7.25952  0.09323  0.10
C  -4.53644  3.01639  -3.78004  -0.12
H  -0.20675  4.41633  -0.14140  0.08
H  -2.22174  -5.42392  0.10641  0.11
C  -0.98114  5.11322  0.18881  -0.09
C  0.75281  -0.17855  -3.40879  -0.07
C  -0.34956  -6.48417  0.14492  -0.09
H  -3.20251  5.92047  1.38306  0.10
H  0.20728  6.05706  -3.80367  0.09
N  -0.65073  -1.71556  -1.51686  -0.29
C  -0.21795  5.35793  -3.07692  -0.11
C  3.39117  0.10390  -2.80312  -0.11
H  -6.28742  4.87244  -2.86790  0.09